(1)
Here is a single C15H24BrNO3 molecule from the Open Molecules 2025 dataset. Energies are from the ωB97M-V functional and the def2-TZVPD basis.

Last column: Löwdin charge in e.
Element x y z (Å)
C 2.7754 -0.6127 0.5828  -0.456
H -1.7446 0.4669 0.6752  0.146
H 4.6092 2.8587 -0.1681  0.073
H 0.0108 2.5269 -0.6408  0.074
H -3.9810 -0.5495 0.9870  0.169
H -2.3815 0.8133 -2.2729  -0.010
C -1.8417 0.7895 -1.5927  -0.197
C 4.5019 0.8810 0.0637  -0.070
H 1.8219 2.3812 -2.3664  0.134
H 5.6672 0.7591 -0.2015  0.142
H -2.1793 1.9864 -1.3763  0.201
H -6.2480 0.0485 -0.8161  0.135
O 2.7113 2.1575 -0.3590  -0.136
O -4.0570 -0.8569 -1.1374  -0.198
C 0.3764 1.6665 -0.9525  -0.198
H -1.7417 -0.9286 -0.1978  0.069
C -3.5112 -0.0412 -0.0736  -0.304
H 2.8483 0.4946 2.1889  0.084
C 2.2925 -0.1521 1.6045  -0.045
H -5.9450 -1.6877 -0.1266  0.077
C -0.9677 -2.0351 2.6036  0.005
H -0.6031 -2.8452 3.1661  0.073
O 3.9164 -0.5764 -0.2407  -0.165
H 0.8997 -0.1132 3.2426  0.024
H -0.2234 -0.0071 -1.8954  0.136
H -1.6316 -2.4408 1.8904  0.058
H 4.5389 0.9451 1.3529  0.173
H 4.2443 1.9960 -1.7152  0.171
H 0.2140 -2.9738 0.0175  0.116
C 0.4241 -1.7826 1.8283  -0.279
C -2.1155 0.0007 -0.2847  -0.164
Br 2.5284 -2.4133 -1.5518  0.964
N -0.5278 0.9606 -1.7713  -0.089
H 0.4004 1.0260 0.1261  0.166
C 2.0839 -1.6123 -0.0796  -0.675
H -1.3160 -1.1802 2.8049  -0.009
C 1.0709 -0.6273 2.4563  0.094
C 0.7867 -2.2316 0.6609  -0.062
H -6.0020 -1.6042 -1.9080  0.102
C 1.7666 1.7532 -1.4711  -0.085
H -4.0725 0.7787 0.1926  0.076
H 2.1649 0.7744 -1.6976  0.099
C -5.5511 -0.9976 -0.9732  -0.123
C 3.9880 2.2046 -0.5735  -0.294

## Properties
LUMO level: 0.3 eV
M: 346.3 g mol⁻¹
Gap between HOMO and LUMO: 8.1 eV
E_HOMO: -7.814 eV
Total energy: -3439.89918 Eh
Multiplicity: 1
Charge: 0

(2)
Here is a single C15H24ClNO4S molecule from the Open Molecules 2025 dataset. Energies are from the ωB97M-V functional and the def2-TZVPD basis.

Last column: Löwdin charge in e.
Element x y z (Å)
H -1.7274 0.1447 4.1992  0.103
O -1.9595 3.3738 1.9499  -0.169
H 3.2515 -1.6399 -4.0835  0.089
H 1.9423 -0.0847 1.9856  0.111
O 1.4646 1.8391 -2.2451  0.185
C 2.0682 -1.5321 -2.3296  -0.096
C 1.4269 -1.0377 1.9891  -0.177
C -2.9099 1.3342 2.8844  -0.176
C -1.5641 0.9567 3.4982  -0.184
H -3.5256 1.8034 3.6477  0.108
H -0.8053 0.6965 1.4713  0.081
H 2.0134 -1.7016 2.6172  0.110
H 2.6336 -0.0480 -3.8185  0.108
H -0.7576 4.6470 0.9248  0.086
H -1.3393 3.3121 -0.0440  0.088
H 0.0341 -1.1721 3.6668  0.105
H -0.0653 3.0591 1.1664  0.073
H 0.6560 -2.2408 -4.5229  0.054
H -1.2259 1.8067 4.0772  0.107
H 2.7691 -1.0114 -1.6885  0.123
H 0.3613 1.2672 2.6391  0.109
N -0.1668 -2.4455 -2.1932  0.146
C -0.9878 3.5878 0.9478  -0.099
C 0.6316 -1.2574 -1.8617  -0.423
H -2.5763 1.7490 0.8090  0.105
H -3.4585 0.4451 2.5830  0.111
C 0.5736 -0.8821 -0.3827  -0.216
C -1.3418 -2.4685 -1.8489  -0.756
H 2.2538 -2.5921 -2.2378  0.130
O 0.9845 0.5114 -0.4608  0.090
C 0.0348 -0.8622 2.6284  -0.180
C 1.4109 -1.6579 0.6003  -0.122
C 0.9245 0.8891 -1.7553  -0.518
C -0.4665 0.5854 2.4929  -0.199
H 0.6892 -0.5129 -4.9747  0.069
H -0.4360 -0.8182 0.0189  0.135
C 2.3706 -1.0953 -3.7699  -0.234
S -2.7207 -2.7991 -1.2297  0.806
O 0.1382 -0.0399 -2.4154  0.104
H 2.4368 -1.6830 0.2509  0.115
Cl 2.0324 -1.8651 -6.3605  0.536
C 1.2724 -1.3992 -4.7908  -0.558
H -3.8394 2.6984 1.5275  0.119
C -2.8425 2.3005 1.7099  -0.247
H -0.6819 -1.4886 2.0965  0.110
H 1.0238 -2.6718 0.6314  0.137

## Properties
LUMO level: -0.3 eV
M: 349.9 g mol⁻¹
Gap between HOMO and LUMO: 9.4 eV
E_HOMO: -9.694 eV
Total energy: -1800.02545 Eh
Multiplicity: 1
Charge: 0

(3)
Here is 5 unconnected molecules or ions with the total composition C15H24F18N5O12S6 from the Open Molecules 2025 dataset. Energies are from the ωB97M-V functional and the def2-TZVPD basis.

Last column: Löwdin charge in e.
Element x y z (Å)
F 6.8430 -1.8510 -3.2357  0.092
F -1.0861 -3.2431 5.6766  0.207
F -2.9116 -3.4719 4.5277  0.128
C -3.4032 1.9614 0.1312  0.019
O -1.3313 -5.8277 4.3338  -0.320
O 0.6417 -4.4630 3.8446  -0.299
H -5.1910 4.8456 0.8501  0.125
H 3.2336 -2.3462 -0.0847  0.161
O 3.6871 3.3040 -4.5446  -0.326
H -3.3823 3.5719 2.7983  0.117
S -0.7475 -4.6975 3.5788  0.699
O 8.2779 -5.1103 -1.8092  -0.309
F 0.6328 1.1037 -4.5946  0.115
C 1.6166 1.8373 -5.1086  -0.749
O 8.6717 -4.6757 1.3383  -0.316
C 8.6913 -1.9453 1.5720  -0.627
H -6.5452 -0.1210 -1.4807  0.114
C -5.2531 3.0622 -1.1323  -0.076
S 2.4185 3.0320 -3.8261  0.475
C -4.2179 5.6713 3.0606  -0.084
O 4.9144 3.2240 -1.6515  -0.290
H -5.1290 6.2484 2.9026  0.085
C -4.2384 4.2122 2.5856  -0.239
H -5.1120 3.8408 3.1213  0.108
O -3.1400 -5.9620 2.0039  -0.303
N -4.6405 2.7499 0.3009  -0.246
H -5.9430 3.9038 -1.0703  0.126
H -6.4088 2.6148 1.3154  0.135
H -4.3827 3.3940 -1.6982  0.130
C -5.8935 1.8851 -1.8654  -0.150
C -1.9374 -5.5004 -0.3428  -0.664
H -2.9571 1.7939 1.1115  0.119
C -1.5778 -3.2687 4.5129  -0.736
H -3.9920 5.6600 4.1268  0.084
H -6.6474 2.4433 -2.4205  0.124
F -0.8140 -5.0472 -0.7888  0.149
F -3.0362 -4.6848 -0.6256  0.063
C -5.6038 1.9026 1.1342  -0.126
H -3.5329 4.4268 0.4850  0.133
H -2.7266 2.6012 -0.4354  0.116
H -5.1048 1.7289 2.0875  0.129
F -2.1864 -6.6887 -0.8522  0.133
H -6.9571 0.2555 1.0989  0.128
N 2.3106 -2.1907 -0.4642  0.362
F 3.7218 3.6934 1.0324  0.114
O -0.8374 -6.9308 1.7396  -0.311
C 7.9728 -2.5188 -2.8772  -0.568
N 7.1336 -3.3447 -0.1544  -0.311
C -4.3997 4.1308 1.0759  -0.099
F 1.1869 2.5287 -6.1563  0.138
N -1.2472 -4.5026 1.9143  -0.316
F -1.1746 -2.1589 3.9087  0.115
F 2.5257 1.0861 -5.5420  0.194
S 8.5211 -3.5233 0.4298  0.545
F 8.5778 -3.1242 -3.9819  0.079
C 2.8084 3.2173 0.1550  -0.647
O 6.0157 -4.2513 -2.2555  -0.360
S 3.4947 3.5077 -1.6125  0.696
H 1.5640 -2.6216 0.0621  0.158
F 7.6370 -2.0342 2.3734  0.091
H -3.3828 6.1703 2.5690  0.082
H 2.2797 -1.2776 -0.8949  0.156
N 2.5108 2.2907 -2.5274  -0.312
F 8.7671 -1.6988 -2.2548  0.152
H 2.3461 -2.7687 -1.2917  0.153
H -7.6945 0.9945 -1.0458  0.108
F 9.7972 -1.8801 2.3052  0.139
O 1.5658 4.1651 -3.6090  -0.344
F 1.7191 3.9632 0.3588  0.125
O 3.2573 4.9056 -1.9033  -0.305
F 2.6615 1.9180 0.3743  0.119
H -3.6938 1.0573 -0.4038  0.109
S -1.7888 -5.8253 1.5620  0.460
O 9.5741 -3.3982 -0.5835  -0.358
H -5.1026 1.3360 -2.3763  0.121
H -5.2577 -0.0064 0.3980  0.108
S 7.3457 -4.0142 -1.7194  0.662
C -6.1412 0.6269 0.4788  -0.128
F 8.4430 -0.7434 0.9798  0.092
C -6.6151 0.8519 -0.9943  -0.172

## Properties
LUMO level: 0.0 eV
M: 1000.7 g mol⁻¹
Gap between HOMO and LUMO: 6.8 eV
E_HOMO: -6.860 eV
Total energy: -5949.03024 Eh
Multiplicity: 1
Charge: -1

(4)
Here is a molecular structure, C15H24F6N2O5S2SiSr from the Open Molecules 2025 dataset. Energies are from the ωB97M-V functional and the def2-TZVPD basis.

Last column: Löwdin charge in e.
Element x y z (Å)
H 0.1390 -4.8001 -0.3331  0.012
H 4.6478 -0.2717 2.7025  0.088
C 2.5876 0.6901 0.1146  -0.152
C 3.0273 0.2615 1.3883  -0.280
H -0.1137 2.0956 4.0259  0.080
H 6.4135 0.1771 1.0192  0.073
H 2.3826 -0.7282 3.2049  0.111
H -1.5993 -3.6419 -2.8774  0.026
N 1.5423 1.2126 3.1258  -0.256
C 1.9890 -0.0078 2.4588  -0.198
H -0.4947 0.8652 2.8306  0.068
F -3.7210 1.4938 -4.9797  0.114
H 0.7472 -2.1628 -3.1280  0.026
H -1.2169 3.2441 1.1229  -0.109
C 4.3718 0.0820 1.7100  -0.107
C 4.9890 0.7405 -0.4991  -0.156
H 0.0877 0.3733 4.4447  0.080
C 5.3674 0.3246 0.7689  -0.152
O -3.6421 -1.5000 0.0091  -0.257
C -1.9542 -3.2130 -1.9336  -0.192
Si -0.4724 -2.4604 -1.0419  0.166
C 2.4757 1.6596 4.1216  -0.128
H -2.3256 -4.0333 -1.3096  0.025
H 5.7458 0.9268 -1.2580  0.073
C -4.9910 0.6940 -0.0672  -0.664
N -2.7874 0.4479 -1.4217  -0.335
Sr -0.0841 0.6365 -0.4903  1.270
S -2.4479 0.5142 -2.9224  0.540
C 0.6513 -3.9951 -0.8700  -0.192
H 0.4484 -0.5034 -2.7488  -0.012
F -4.9300 0.1992 -3.7424  0.126
O -1.4510 1.5335 -3.1223  -0.304
S -3.3272 -0.1142 -0.0648  0.567
C 0.6539 -1.4743 -2.2827  -0.234
H 0.9549 -4.3873 -1.8460  0.013
H 1.1185 -0.4915 2.0093  0.088
F -5.6535 0.3809 1.0619  0.113
F -5.7323 0.2642 -1.0953  0.117
H 0.5397 3.4035 1.0681  -0.108
F -4.4946 2.2198 -3.0949  0.133
H -0.4587 3.9513 -0.2837  -0.120
F -4.9104 2.0206 -0.1337  0.137
H 1.5531 -3.7367 -0.3085  0.020
H 2.1338 2.6014 4.5578  0.074
C 3.6358 0.9038 -0.7984  -0.188
C -3.9933 1.1482 -3.7099  -0.668
H 3.3993 1.2254 -1.8149  0.064
O -0.6735 -1.6637 0.3076  -0.513
C -0.3389 3.1399 0.4580  -0.341
O -2.2637 -0.7180 -3.6291  -0.276
H 3.4537 1.8279 3.6671  0.073
C 0.1936 1.1231 3.6351  -0.107
H -2.7881 -2.5593 -2.1539  -0.010
H 2.6046 0.9249 4.9456  0.075
H 1.6266 -1.3974 -1.7837  0.018
O -2.6152 0.5530 0.9867  -0.311

## Properties
LUMO level: 4.7 eV
M: 606.2 g mol⁻¹
Gap between HOMO and LUMO: 5.3 eV
E_HOMO: -0.670 eV
Total energy: -2787.51534 Eh
Multiplicity: 1
Charge: -2

(5)
Here is a molecular structure, C15H24I2LuN2O3RhS2 from the Open Molecules 2025 dataset. Energies are from the ωB97M-V functional and the def2-TZVPD basis.

Last column: Löwdin spin population.
Element x y z (Å)
C 4.6245 2.1016 -1.1594  0.001
H -1.5094 1.1308 -4.0388  0.001
O 1.7149 0.8111 3.0466  -0.002
H -0.4556 -1.7093 -4.9164  0.002
C 2.3145 3.0837 -1.6623  0.007
I -2.7036 -3.4935 -0.6041  0.908
H -0.5659 -1.1456 3.9546  0.000
S -1.1611 -0.2693 -1.5201  0.459
H -4.5863 0.1250 2.9888  0.001
C -0.2975 -0.4372 -3.1699  0.032
H -2.0256 -1.3643 -4.1184  0.000
C 0.9551 -2.2166 2.4660  0.001
H -0.0117 1.7129 -3.2892  0.000
H 2.8392 0.6894 0.5050  0.000
I -3.2077 1.5193 -1.2858  1.470
H 1.6887 -0.7627 -3.8751  0.005
H -2.2604 -2.7859 3.0617  0.002
C 2.1643 -2.0655 0.0619  0.002
H -1.7176 -0.6722 5.2550  0.001
N 1.1411 1.6948 -0.3666  0.026
H 4.9588 1.2106 -0.6070  0.000
H 1.2680 -1.7635 -2.4564  0.002
C 1.0290 2.7861 -1.2226  0.002
N 3.1745 2.2279 -0.9700  0.013
H 0.0725 0.8395 -4.8499  0.000
H 0.1152 3.3321 -1.3179  0.001
C 0.9248 0.7488 2.1882  -0.008
H 1.6236 -0.0348 -2.2421  0.001
C -2.5796 -0.6376 3.3083  0.022
H -3.3358 -2.3298 4.4257  0.001
Lu -0.3875 -1.9402 0.3253  0.074
H -3.4153 1.3728 3.4736  0.000
O 1.8617 -2.3968 3.1808  0.001
H 5.1924 2.9781 -0.7909  0.001
C -3.7196 0.3271 3.6364  0.021
H -3.9194 -2.2424 2.7282  0.000
H 2.6563 3.8220 -2.3778  0.000
C -0.9623 -1.5781 -3.9411  0.011
S -2.1102 -0.3224 1.5083  0.315
C -1.3899 -0.4523 4.2178  0.003
C -3.0513 -2.0854 3.3834  0.009
H -1.0054 0.5784 4.1685  0.000
H -0.8993 -2.5235 -3.3778  0.001
C 2.4287 1.3702 -0.2375  0.012
O 3.3012 -2.3071 0.0582  0.000
H -4.0405 0.2082 4.6865  0.005
Rh -0.2520 0.7631 0.7969  0.571
H 4.8140 1.9744 -2.2413  0.001
C -0.4494 0.8967 -3.8789  0.004
C 1.1570 -0.7686 -2.9086  0.023

## Properties
LUMO level (spin up / spin down): -14.3 / -16.3 eV
M: 876.2 g mol⁻¹
Gap between HOMO and LUMO (spin up / spin down): 6.9 / 4.8 eV
E_HOMO (spin up / spin down): -21.188 / -21.158 eV
Expectation value of S²: 6.025
Total energy: -3657.40671 Eh
Multiplicity: 5
Charge: +4